(1)
{"formula": "C22H38IN4O2", "method": "ωB97M-V with the def2-TZVPD basis set", "lumo_ha": -0.1468, "homo_ev": -12.26, "mol_weight_g_mol": 517.48, "charge": 1, "smiles": "[H]/N=C\\C[n+]1nc(I)c(O)c(CCN(CC)C(C)=O)c1CCCCCCCCCC", "species": ["C", "C", "C", "C", "C", "C", "C", "C", "C", "C", "C", "C", "C", "C", "N", "C", "C", "C", "C", "O", "C", "O", "C", "I", "N", "N", "C", "C", "N", "H", "H", "H", "H", "H", "H", "H", "H", "H", "H", "H", "H", "H", "H", "H", "H", "H", "H", "H", "H", "H", "H", "H", "H", "H", "H", "H", "H", "H", "H", "H", "H", "H", "H", "H", "H", "H", "H"], "coordinates": [[-2.760, 3.845, 4.881], [-3.380, 2.658, 4.065], [-3.829, 3.182, 2.649], [-4.366, 1.931, 1.823], [-3.144, 1.371, 0.976], [-3.320, -0.172, 0.728], [-2.699, -1.090, 1.846], [-1.117, -1.028, 1.928], [-0.499, -1.337, 0.524], [1.101, -1.394, 0.542], [1.671, -2.553, -0.315], [1.455, -2.479, -1.788], [0.691, -1.336, -2.478], [1.686, -0.130, -2.715], [0.996, 1.095, -3.148], [1.661, 1.703, -4.327], [3.174, 2.117, -4.076], [0.817, 2.002, -2.074], [0.510, 3.526, -2.363], [0.843, 1.668, -0.899], [2.040, -3.600, -2.508], [1.934, -3.633, -3.873], [2.728, -4.705, -1.813], [3.530, -6.315, -2.977], [2.857, -4.675, -0.491], [2.358, -3.639, 0.131], [2.595, -3.669, 1.616], [3.762, -2.620, 1.892], [4.667, -2.770, 2.762], [-3.498, 4.633, 5.160], [-1.958, 4.329, 4.269], [-2.276, 3.497, 5.830], [-4.320, 2.321, 4.584], [-2.670, 1.800, 3.935], [-4.558, 4.026, 2.689], [-2.900, 3.528, 2.123], [-4.658, 1.132, 2.560], [-5.240, 2.200, 1.183], [-2.229, 1.543, 1.602], [-3.045, 1.966, 0.030], [-4.420, -0.404, 0.660], [-2.905, -0.449, -0.280], [-3.114, -0.719, 2.824], [-3.056, -2.134, 1.632], [-0.819, -1.831, 2.658], [-0.848, -0.011, 2.297], [-0.933, -2.257, 0.058], [-0.799, -0.489, -0.148], [1.504, -1.328, 1.576], [1.423, -0.445, 0.025], [-0.261, -1.047, -1.983], [0.402, -1.714, -3.498], [2.352, -0.446, -3.564], [2.353, 0.013, -1.826], [1.658, 0.912, -5.126], [1.087, 2.557, -4.767], [3.423, 3.139, -4.438], [3.813, 1.370, -4.620], [3.436, 1.995, -2.989], [0.381, 4.046, -1.392], [1.375, 3.936, -2.937], [-0.434, 3.522, -2.973], [2.812, -3.712, -4.290], [3.029, -4.655, 1.920], [1.676, -3.422, 2.191], [3.732, -1.686, 1.268], [4.523, -3.673, 3.238]], "atomic_forces_ev_per_a": [[0.7, -0.4, 0.1], [-0.9, 1.5, -0.1], [0.3, -1.2, -0.2], [1.1, 0.5, 0.3], [-0.8, -0.4, 0.6], [-0.1, 0.0, -0.6], [-0.1, 0.7, -0.4], [-1.1, -0.9, -0.3], [0.1, 0.6, 0.0], [-0.1, 0.3, -0.5], [-0.5, 0.2, -3.0], [0.9, -2.3, 1.3], [0.5, -0.4, -1.0], [0.2, -1.1, -0.5], [1.1, 1.2, 1.1], [0.5, 0.0, -1.3], [-0.1, -1.0, 0.0], [-0.6, 1.4, 0.6], [0.1, -1.6, -0.7], [0.1, -0.8, -0.7], [-0.1, 0.9, 0.5], [0.2, 0.4, 1.0], [-0.7, 1.4, 0.0], [-0.4, 0.9, 0.9], [0.1, -0.4, -2.3], [-1.3, 1.5, 2.6], [1.8, 0.5, 0.4], [-0.7, 0.0, 0.0], [-0.8, -0.3, -0.5], [0.4, -0.7, -0.4], [-0.6, -0.3, 0.5], [-0.4, 0.2, -0.8], [1.0, 0.0, -0.4], [-0.6, 0.7, 0.2], [0.6, -0.7, 0.2], [-0.9, 0.1, 0.4], [0.0, 0.7, -0.7], [0.7, -0.4, 0.4], [-0.6, -0.1, -0.7], [0.0, -0.6, 0.8], [1.0, 0.2, 0.1], [-0.3, 0.2, 0.9], [0.3, -0.7, -0.8], [0.4, 0.8, 0.5], [0.0, 1.0, -0.5], [0.2, -0.9, -0.3], [0.3, 0.5, 0.6], [0.4, -0.8, 0.6], [-0.4, -0.3, -0.8], [-0.1, -0.9, 0.5], [1.0, -0.2, 0.0], [0.2, 0.3, 1.0], [-0.6, 0.3, 0.8], [-0.7, 0.1, -0.6], [-0.1, 0.8, 0.7], [0.3, -0.8, 0.8], [-0.2, -0.8, 0.4], [-0.4, 0.9, 0.5], [-0.2, 0.4, -0.9], [0.1, -0.5, -0.8], [-0.9, 0.0, 0.4], [0.9, 0.4, 0.5], [-0.3, -0.3, 0.2], [-0.8, 0.7, -0.6], [0.6, -0.3, -0.6], [0.1, -0.8, 0.5], [0.3, 0.3, 0.0]]}

=====

(2)
{"formula": "C9H16NO", "method": "ωB97M-V with the def2-TZVPD basis set", "lumo_ha": [0.0094, 0.0066], "e_above_lowest_kcal_mol": 61.29, "spin_multiplicity": 2, "homo_ev": [-3.20, -7.25], "mol_weight_g_mol": 154.23, "charge": 0, "species": ["C", "C", "N", "H", "H", "H", "H", "H", "H", "H", "H", "C", "C", "C", "C", "C", "C", "C", "O", "H", "H", "H", "H", "H", "H", "H", "H"], "coordinates": [[-0.951, -1.415, 1.300], [0.398, -1.784, 1.753], [-1.425, -1.799, -0.162], [-1.547, -2.100, 2.026], [-1.200, -0.321, 1.408], [1.069, -0.985, 1.425], [0.591, -2.964, 1.656], [-1.116, -2.629, -0.648], [-2.431, -1.528, -0.284], [-0.871, -1.041, -0.702], [0.402, -1.753, 2.954], [2.407, 1.550, 0.622], [-1.003, 0.729, -1.521], [-1.264, 1.347, -0.267], [0.229, 0.405, -2.110], [-0.023, 1.528, 0.362], [1.358, 0.862, -1.497], [1.260, 1.371, -0.211], [-2.091, 0.410, -2.269], [-2.294, 1.702, -0.083], [-2.140, 1.061, -3.052], [0.350, -0.336, -2.851], [-0.254, 1.961, 1.330], [2.272, 0.705, -2.023], [2.476, 2.653, 1.165], [3.333, 1.468, 0.064], [2.465, 0.905, 1.613]], "atomic_forces_ev_per_a": [[-3.4, -2.0, 1.7], [1.3, -1.7, 2.4], [1.1, 2.9, 0.6], [-0.2, 1.5, -1.6], [0.2, -1.3, -0.3], [0.8, -1.0, -0.2], [0.2, 2.8, -0.6], [-0.3, -0.7, 0.6], [1.2, -0.6, 0.0], [-0.7, -0.2, 0.0], [-0.2, 0.4, -2.6], [2.5, 2.6, 4.5], [-0.2, 0.6, 0.0], [0.0, -1.5, -4.0], [-2.7, -0.2, 0.9], [0.3, 1.1, 2.3], [2.1, 0.8, 1.6], [-2.6, -0.5, -0.3], [-2.3, 0.8, -2.8], [1.0, 0.0, 0.3], [0.2, -1.7, 1.8], [-0.6, -0.4, -1.3], [1.4, 0.2, 0.6], [0.9, 0.0, 0.2], [-0.3, -2.4, -1.5], [0.2, -0.2, 0.1], [-0.2, 0.8, -2.2]]}

=====

(3)
{"formula": "C7H15N3O2P", "method": "ωB97M-V with the def2-TZVPD basis set", "lumo_ha": -0.1494, "e_above_lowest_kcal_mol": 98.44, "homo_ev": -13.06, "mol_weight_g_mol": 204.19, "charge": 1, "smiles": "COC1=NC=C[NH2+][C@]1(N)P(C)(C)=O", "species": ["C", "C", "C", "C", "C", "C", "C", "N", "N", "N", "O", "O", "P", "H", "H", "H", "H", "H", "H", "H", "H", "H", "H", "H", "H", "H", "H", "H"], "coordinates": [[1.020, 1.852, 0.513], [0.151, 2.217, -0.475], [1.346, -0.224, -0.203], [0.084, -0.176, -1.035], [3.147, -1.441, 0.642], [-1.252, -1.241, 1.693], [-2.428, 0.911, 0.485], [1.716, 0.698, 0.626], [0.030, -0.968, -2.157], [-0.310, 1.291, -1.447], [-2.343, -1.501, -0.873], [1.967, -1.364, -0.182], [-1.697, -0.568, 0.024], [1.062, 2.577, 1.256], [-0.363, 3.163, -0.492], [3.026, -0.873, 1.459], [4.108, -1.067, 0.096], [3.364, -2.473, 0.739], [-1.954, -0.934, 2.478], [-1.304, -2.320, 1.796], [-0.243, -0.922, 1.921], [-3.162, 0.808, 1.255], [-1.505, 1.592, 0.664], [-2.999, 1.435, -0.377], [-0.904, -1.449, -2.307], [0.778, -1.664, -2.084], [-1.291, 1.293, -1.504], [-0.044, 1.347, -2.512]], "atomic_forces_ev_per_a": [[-2.1, 0.8, -2.5], [1.1, 0.8, 1.3], [-0.2, 0.7, 1.2], [-2.6, 0.6, 1.4], [2.7, -0.8, -4.1], [-0.3, 0.0, -0.3], [0.1, 4.0, -2.3], [0.0, -0.5, -0.8], [-0.1, -1.5, -0.7], [3.0, -1.9, -2.9], [-1.2, -0.9, -1.6], [-0.1, -0.5, -1.0], [2.8, -2.4, 2.4], [0.8, 1.1, 1.4], [0.2, 0.2, 0.1], [-0.4, 1.5, 3.2], [-2.0, -0.2, 0.5], [-0.3, -1.0, 0.6], [0.2, 0.6, -0.3], [0.2, -0.3, -0.7], [0.2, 0.1, 0.4], [0.0, -0.1, 0.8], [-2.0, -0.9, 0.7], [0.8, -0.9, 1.1], [1.2, 0.6, 0.5], [-0.4, 0.1, -0.5], [-1.8, 0.2, 0.0], [0.2, 0.4, 2.1]]}

=====

(4)
{"formula": "C3H2Br2O", "method": "ωB97M-V with the def2-TZVPD basis set", "lumo_ha": [-0.0990, -0.1104], "e_above_lowest_kcal_mol": 61.15, "homo_ev": [-8.04, -7.74], "mol_weight_g_mol": 213.86, "charge": 0, "species": ["C", "C", "C", "O", "Br", "Br", "H", "H"], "coordinates": [[-1.093, 0.485, -0.362], [-0.318, -0.520, 0.016], [0.572, -0.526, 1.075], [1.326, -0.817, 1.893], [-0.038, -2.248, -0.864], [2.350, 1.848, -0.734], [-1.964, 0.207, -0.962], [-0.835, 1.571, -0.061]], "atomic_forces_ev_per_a": [[-0.4, 1.7, 0.2], [0.4, -1.3, -0.3], [3.8, 0.0, 1.2], [-2.3, 0.8, -1.5], [-0.7, 0.8, 0.4], [-0.7, -0.6, 0.5], [0.5, 0.6, -0.3], [-0.7, -2.0, -0.3]]}